# 1
The following is a DFT calculation (ωB97M-V/def2-TZVPD) of 10 unconnected molecules or ions with the total composition C40H110N10O10 in a non-equilibrium geometry.

Each line ends with the Mulliken charge.
Element x y z (Å)
1 C -4.45513 -2.51879 2.86184  -0.359
2 O -5.84326 -2.50513 3.28433  -0.347
3 C -6.19322 -3.81191 3.74486  -0.684
4 C -7.45656 -3.84397 4.64466  0.320
5 C -8.74939 -3.23433 3.89304  -1.303
6 N -7.17458 -3.27416 5.98113  -0.732
7 H -4.37178 -1.82093 2.02869  -0.178
8 H -4.10440 -3.48241 2.49238  0.371
9 H -3.84434 -2.14128 3.68192  0.295
10 H -6.43377 -4.35005 2.82800  0.319
11 H -5.40761 -4.32317 4.30119  0.398
12 H -7.68504 -4.90614 4.73235  0.311
13 H -8.52449 -2.32457 3.33639  0.263
14 H -9.55012 -3.00256 4.59534  0.383
15 H -9.09396 -3.96663 3.16290  0.349
16 H -6.27842 -3.66682 6.23173  0.282
17 H -6.98745 -2.30043 5.78894  0.310
18 C -3.28745 4.79539 -5.06724  -0.267
19 O -2.04072 5.43762 -4.69006  -0.416
20 C -1.28422 4.93534 -3.57240  -0.836
21 C -0.61030 3.54091 -3.90285  1.461
22 C 0.60118 3.11884 -3.01742  -0.712
23 N -0.03550 3.57483 -5.29022  -0.417
24 H -3.23814 3.70926 -4.98986  -0.102
25 H -3.65065 5.17869 -6.02079  0.305
26 H -4.09961 5.09333 -4.40413  0.310
27 H -0.40357 5.55180 -3.39199  0.423
28 H -1.84370 4.86110 -2.63990  0.286
29 H -1.36381 2.75331 -3.89780  -0.587
30 H 0.37541 3.03949 -1.95401  0.240
31 H 1.48303 3.74670 -3.14473  0.381
32 H 0.88099 2.08483 -3.21897  -0.589
33 H 0.10082 4.57055 -5.39041  0.337
34 H -0.82487 3.26495 -5.83882  0.050
35 C 4.92972 1.89982 -7.79087  -0.813
36 O 4.83205 0.96026 -6.64919  -0.382
37 C 4.13996 1.30597 -5.51845  -1.146
38 C 2.80688 0.62497 -5.42677  1.439
39 C 2.94062 -0.83587 -5.72678  -1.663
40 N 1.72686 1.17616 -6.21740  -0.266
41 H 5.10658 1.16759 -8.57869  0.294
42 H 5.84974 2.46534 -7.93860  0.317
43 H 4.06103 2.48943 -8.08385  0.311
44 H 4.73075 1.03531 -4.64336  0.426
45 H 4.01344 2.38623 -5.44685  0.440
46 H 2.44921 0.88814 -4.43133  -0.305
47 H 3.78471 -1.30042 -5.21707  0.413
48 H 3.07208 -1.19692 -6.74682  0.313
49 H 2.01990 -1.34542 -5.44265  0.373
50 H 1.42380 2.09186 -5.91786  0.190
51 H 1.81974 1.09910 -7.22016  0.210
52 C 1.95851 -2.17574 5.41186  -1.047
53 O 3.10040 -1.51378 5.76608  -0.051
54 C 3.63750 -1.91876 6.98246  -1.181
55 C 5.19410 -1.64668 7.00821  0.832
56 C 5.96105 -2.07583 8.27125  -1.667
57 N 5.61700 -0.29144 6.79556  -0.777
58 H 1.13426 -1.91421 6.07540  0.302
59 H 2.03174 -3.25920 5.31766  0.632
60 H 1.72233 -1.81564 4.41053  0.011
61 H 3.06209 -1.41831 7.76129  0.346
62 H 3.41995 -2.97516 7.13991  0.423
63 H 5.72518 -2.16296 6.20851  0.216
64 H 6.98964 -2.26490 7.96408  0.443
65 H 5.63432 -3.06199 8.60116  0.402
66 H 5.91421 -1.40365 9.12804  0.333
67 H 6.61794 -0.41723 6.74656  0.317
68 H 5.36667 0.05963 5.88223  0.197
69 C -0.26939 0.35969 8.08482  -0.861
70 O 0.70984 0.38584 7.02479  -0.221
71 C 0.25811 1.00637 5.84104  -0.847
72 C 1.40349 1.64668 5.01138  0.344
73 C 0.85674 2.77852 4.05414  -1.555
74 N 2.15776 0.66010 4.21226  0.996
75 H -1.13226 -0.26343 7.84969  0.349
76 H -0.56956 1.36825 8.36912  0.308
77 H 0.20583 -0.22020 8.87601  0.260
78 H -0.47521 0.44990 5.25735  0.177
79 H -0.36852 1.84598 6.14184  0.649
80 H 2.11649 2.11311 5.69122  0.566
81 H 0.07453 2.63214 3.30927  0.206
82 H 1.68735 2.99096 3.38105  0.319
83 H 0.52111 3.64317 4.62672  0.469
84 H 1.47099 0.13934 3.68571  -1.038
85 H 2.50351 -0.03019 4.86344  0.427
86 C -5.78092 1.33235 -4.04548  -0.902
87 O -4.47955 1.33035 -3.54074  0.176
88 C -4.28594 0.56005 -2.36858  -0.458
89 C -4.50922 1.48878 -1.08364  0.418
90 C -3.67479 2.71138 -0.93916  -1.382
91 N -4.24990 0.70204 0.11241  -0.451
92 H -6.16468 0.35578 -4.34067  0.297
93 H -5.63545 1.91756 -4.95348  0.215
94 H -6.53216 1.70475 -3.34903  0.320
95 H -5.00658 -0.25765 -2.35707  0.586
96 H -3.29414 0.10837 -2.34802  -0.362
97 H -5.57882 1.69125 -1.13882  0.417
98 H -2.62900 2.40650 -0.97756  0.227
99 H -3.84640 3.26473 -0.01588  0.484
100 H -3.84315 3.35301 -1.80408  0.225
101 H -4.95814 -0.01136 0.21001  0.216
102 H -4.41027 1.32920 0.88769  0.220
103 C 3.52299 3.42636 0.53434  -0.498
104 O 4.46069 2.92777 1.48282  -0.460
105 C 4.42768 1.48459 1.61624  0.041
106 C 5.33316 0.86342 2.72688  0.086
107 C 5.02061 -0.59084 2.85287  -0.722
108 N 5.02788 1.45465 4.06784  -0.704
109 H 3.36065 4.48577 0.73282  0.415
110 H 2.51204 3.09298 0.76878  -0.032
111 H 3.73181 3.14001 -0.49644  0.316
112 H 3.40339 1.11349 1.58170  -0.345
113 H 4.98138 1.13614 0.74441  0.499
114 H 6.32319 1.09273 2.33271  0.479
115 H 3.98132 -0.86995 2.67945  -0.298
116 H 5.39568 -0.88250 3.83387  0.140
117 H 5.62484 -1.11560 2.11286  0.496
118 H 5.18161 2.43669 3.88876  0.412
119 H 4.02006 1.47773 4.12993  -0.020
120 C -0.18012 -0.43091 -2.86139  -0.395
121 O -0.14050 0.18377 -1.60633  0.041
122 C -0.47250 -0.64444 -0.44433  -1.365
123 C -0.03523 0.11067 0.81578  1.801
124 C -0.58249 -0.67401 1.98316  -0.921
125 N -0.86044 1.32555 0.91750  -0.550
126 H 0.61698 -1.17435 -2.85584  0.141
127 H -0.15238 0.32471 -3.64648  0.024
128 H -1.12794 -0.96897 -2.84635  0.244
129 H -1.49369 -1.02551 -0.43724  0.319
130 H 0.22673 -1.47959 -0.48568  0.534
131 H 1.01058 0.40019 0.91848  -0.476
132 H -1.62461 -0.99061 1.94030  0.252
133 H -0.33651 -0.12479 2.89198  -0.386
134 H 0.03432 -1.56909 2.06363  0.088
135 H -0.26164 2.06341 0.57529  0.405
136 H -1.68065 1.26987 0.33076  -0.174
137 C -2.55038 -1.98971 -5.24996  -0.679
138 O -2.16085 -1.16537 -6.37675  -0.403
139 C -3.03500 0.01928 -6.33805  -0.321
140 C -2.86925 1.11842 -7.39440  0.585
141 C -3.44516 0.68063 -8.79601  -1.671
142 N -1.46083 1.41776 -7.64108  -0.611
143 H -2.01491 -2.93538 -5.16598  0.364
144 H -3.59268 -2.29364 -5.34652  0.379
145 H -2.46037 -1.63088 -4.22465  0.098
146 H -4.10265 -0.20027 -6.33806  0.481
147 H -2.78290 0.58979 -5.44414  0.111
148 H -3.28808 2.08356 -7.10947  0.015
149 H -2.88777 -0.09243 -9.32495  0.379
150 H -3.30132 1.55810 -9.42646  0.456
151 H -4.51057 0.48023 -8.90934  0.361
152 H -1.18838 0.95092 -8.49427  0.345
153 H -1.03534 0.78466 -6.97909  0.100
154 C 0.67647 -4.41821 2.85184  -1.024
155 O 1.75333 -3.77171 2.22854  -0.003
156 C 2.30719 -4.35418 1.08707  -1.200
157 C 3.59510 -3.60283 0.64735  0.693
158 C 3.32800 -2.26833 -0.18232  -0.820
159 N 4.31809 -4.43051 -0.27750  -0.778
160 H -0.21379 -4.25751 2.24381  0.385
161 H 0.40298 -3.90907 3.77602  0.220
162 H 0.86884 -5.48593 2.95702  0.340
163 H 2.38421 -5.39230 1.41031  0.468
164 H 1.65235 -4.73025 0.30102  0.508
165 H 4.15870 -3.36500 1.54952  0.169
166 H 2.66400 -2.54042 -1.00280  0.416
167 H 4.25594 -1.81463 -0.53042  0.493
168 H 2.87893 -1.54108 0.49410  -0.355
169 H 5.09233 -3.96587 -0.73000  0.301
170 H 3.64390 -4.72987 -0.96739  0.272

LUMO = 0.226 eV
Spin multiplicity = 1
Molecular weight = 891.38 u
Relative energy (zero: lowest compared OMol25 entry of this formula, charge and spin) = 649.20 kJ/mol

---

# 2
The following is a DFT calculation (ωB97M-V/def2-TZVPD) of 8 unconnected molecules or ions with the total composition C40H114N20O6P6 in a non-equilibrium geometry.

Each line ends with the Mulliken charge.
Element x y z (Å)
1 C 5.50145 -8.23155 0.53773  -0.986
2 N 5.50981 -7.07490 -0.34154  0.265
3 C 6.02171 -7.23558 -1.69978  -0.999
4 P 5.13531 -5.55208 0.17841  0.268
5 O 4.98083 -4.60537 -0.94313  -1.004
6 N 3.76601 -5.60784 1.09819  0.593
7 C 2.50056 -5.13343 0.56818  -1.310
8 C 3.69912 -6.15957 2.44351  -1.049
9 N 6.32896 -5.17451 1.26315  0.329
10 C 6.23109 -3.86888 1.90448  -0.935
11 C 7.67339 -5.71403 1.09453  -0.908
12 H 4.47530 -8.50215 0.80389  0.249
13 H 6.05394 -8.04644 1.46372  0.325
14 H 5.96115 -9.07690 0.03160  0.372
15 H 7.07371 -6.94495 -1.78933  0.256
16 H 5.47032 -6.57813 -2.37258  0.305
17 H 5.85775 -8.24734 -2.06691  0.425
18 H 1.89459 -4.72107 1.37693  0.506
19 H 2.67966 -4.35779 -0.17139  0.267
20 H 1.94260 -5.93247 0.06317  0.305
21 H 3.73878 -5.34585 3.18383  0.264
22 H 2.75492 -6.68099 2.60362  0.433
23 H 4.53579 -6.81033 2.68237  0.311
24 H 6.99481 -3.75485 2.67329  0.463
25 H 6.35350 -3.04168 1.19582  0.449
26 H 5.24700 -3.78609 2.36662  -0.070
27 H 8.02446 -5.64791 0.05934  0.274
28 H 7.66609 -6.77607 1.34542  0.255
29 H 8.37552 -5.19552 1.73942  0.373
30 C 2.69324 2.58479 -1.50313  -0.884
31 N 3.32932 1.48365 -0.79834  0.947
32 C 4.69659 1.22339 -1.19651  -1.041
33 P 2.81514 1.08306 0.72726  -0.127
34 O 3.26761 1.94779 1.83231  -1.035
35 N 1.16763 1.10905 0.63413  1.071
36 C 0.34909 0.19187 -0.14405  -1.463
37 C 0.44300 2.18278 1.30935  -0.960
38 N 3.24692 -0.50735 0.84409  0.929
39 C 3.97571 -0.96587 2.02632  -0.147
40 C 2.95876 -1.48809 -0.18131  -1.061
41 H 3.19421 3.54144 -1.29778  0.238
42 H 1.64221 2.69072 -1.25712  -0.232
43 H 2.78706 2.42979 -2.58200  0.451
44 H 5.34314 2.09011 -1.00668  0.246
45 H 4.72164 0.96338 -2.25766  0.256
46 H 5.08841 0.38369 -0.62385  0.263
47 H 0.68133 0.12081 -1.18791  0.304
48 H 0.34958 -0.79937 0.30000  -0.269
49 H -0.67861 0.54690 -0.17337  0.873
50 H -0.47820 2.39783 0.75643  0.135
51 H 0.12277 1.82548 2.29346  0.217
52 H 0.96875 3.13197 1.36286  0.340
53 H 3.31834 -0.83776 2.89727  0.227
54 H 4.15577 -2.03198 1.93890  -0.106
55 H 4.86647 -0.36797 2.20794  -0.207
56 H 2.10179 -2.11901 0.07024  0.015
57 H 3.83780 -2.12443 -0.34317  0.609
58 H 2.79133 -1.01350 -1.14794  0.346
59 C -3.27479 1.63459 -3.19232  -1.147
60 N -3.88900 2.76492 -2.49549  0.988
61 C -3.16611 3.35791 -1.37948  -0.458
62 P -5.54708 2.81968 -2.42813  0.209
63 O -6.19636 1.93238 -1.45304  -0.946
64 N -5.90429 4.41037 -2.15099  0.227
65 C -5.39632 5.50993 -2.92323  -0.902
66 C -6.65494 4.72055 -0.93354  -1.124
67 N -5.98475 2.41223 -3.97825  0.388
68 C -5.41489 3.03803 -5.16143  -0.769
69 C -7.28807 1.79479 -4.15423  -1.039
70 H -2.28793 1.47074 -2.75134  0.319
71 H -3.07833 1.81838 -4.25082  0.283
72 H -3.84180 0.71476 -3.05961  0.239
73 H -3.19233 4.45102 -1.44025  -0.225
74 H -2.13067 3.03844 -1.45337  -0.061
75 H -3.60284 3.09564 -0.40952  0.475
76 H -4.69626 5.15618 -3.67507  -0.003
77 H -6.22358 6.06436 -3.38129  0.367
78 H -4.85887 6.23463 -2.29467  0.473
79 H -7.52844 4.07827 -0.86811  0.307
80 H -6.03448 4.65781 -0.03726  0.268
81 H -7.02708 5.74644 -1.00435  0.441
82 H -5.96540 3.93395 -5.45841  0.300
83 H -4.36632 3.27181 -4.97892  0.044
84 H -5.35995 2.30398 -5.97033  0.401
85 H -8.11351 2.39180 -3.74369  0.305
86 H -7.32161 0.81039 -3.69080  0.239
87 H -7.51048 1.71641 -5.21894  0.407
88 C -2.01175 7.01269 -4.24125  -1.071
89 N -1.01998 5.99283 -3.95046  0.358
90 C -1.45902 4.63851 -4.26719  -0.416
91 P 0.19393 6.09148 -2.83227  0.187
92 O 1.16797 4.99478 -2.92530  -0.893
93 N 0.76295 7.62892 -3.05065  0.320
94 C 1.77191 8.05278 -2.07352  -0.974
95 C 1.03729 8.06486 -4.41430  -1.088
96 N -0.48958 6.13108 -1.32295  0.764
97 C -0.27382 5.03906 -0.39016  -0.938
98 C -1.55709 7.04704 -0.99620  -1.103
99 H -2.89705 6.86674 -3.61841  -0.001
100 H -2.20383 7.01121 -5.31648  0.397
101 H -1.62437 8.00580 -4.01017  0.514
102 H -1.05238 3.94367 -3.53298  0.080
103 H -1.14737 4.35452 -5.27645  0.323
104 H -2.54831 4.54506 -4.22609  -0.103
105 H 2.17365 9.01562 -2.39227  0.447
106 H 1.28306 8.31573 -1.13225  0.245
107 H 2.54869 7.29875 -1.95066  0.287
108 H 1.27184 9.13140 -4.42119  0.397
109 H 1.92663 7.57004 -4.83209  0.316
110 H 0.20838 7.88201 -5.08718  0.384
111 H -0.01163 4.10394 -0.86981  -0.226
112 H 0.43880 5.34918 0.38664  0.432
113 H -1.16103 4.86268 0.23138  0.520
114 H -1.47288 7.96892 -1.57504  0.353
115 H -1.51004 7.29407 0.06528  0.491
116 H -2.55832 6.65989 -1.23763  0.033
117 C -2.66042 -3.79433 4.97283  -1.119
118 N -2.92283 -2.54031 4.29324  0.467
119 C -4.30528 -2.48649 3.84654  -1.227
120 P -2.26374 -1.16288 4.95426  0.105
121 O -2.67114 -0.83128 6.32800  -0.878
122 N -0.63084 -1.43689 4.83551  0.637
123 C -0.00625 -1.93198 3.62072  -0.515
124 C 0.27720 -0.97074 5.87431  -1.081
125 N -2.65595 0.00715 3.84634  0.548
126 C -2.64270 1.38870 4.28559  -0.949
127 C -2.58902 -0.17533 2.41360  -0.284
128 H -2.82085 -4.62905 4.29185  0.307
129 H -3.18288 -3.90620 5.92908  0.339
130 H -1.60262 -3.80215 5.26045  0.296
131 H -4.47512 -3.31555 3.14948  0.259
132 H -4.57424 -1.54339 3.38943  0.409
133 H -4.99397 -2.71115 4.67403  0.358
134 H 0.77748 -2.63948 3.90989  0.646
135 H -0.69946 -2.58915 3.08698  -0.315
136 H 0.31222 -1.15555 2.92268  -0.007
137 H 0.39074 0.11878 5.84265  0.336
138 H -0.09299 -1.21975 6.86922  0.277
139 H 1.26108 -1.41759 5.74573  0.362
140 H -3.57696 1.90028 4.03663  0.312
141 H -2.46719 1.48392 5.35540  0.376
142 H -1.81082 1.92343 3.80500  0.221
143 H -1.57649 -0.22016 2.00220  -0.132
144 H -3.16810 0.59403 1.89889  0.727
145 H -3.02928 -1.13757 2.15556  -0.524
146 C -2.53667 -3.61132 -3.36698  -0.888
147 N -1.71324 -3.49432 -2.17083  0.767
148 C -0.26431 -3.46402 -2.36107  -1.141
149 P -2.27356 -3.19593 -0.65462  -1.433
150 O -1.53471 -2.16466 0.08855  0.359
151 N -3.88882 -2.87583 -0.90292  0.378
152 C -4.20846 -1.53671 -1.40837  -1.212
153 C -4.90864 -3.43535 -0.02824  -1.231
154 N -2.25004 -4.65943 0.10185  0.905
155 C -2.25568 -5.88950 -0.64858  -1.141
156 C -2.26804 -4.78697 1.54567  -0.881
157 H -1.90378 -3.97338 -4.17673  0.367
158 H -2.97986 -2.66304 -3.67342  0.154
159 H -3.33415 -4.34194 -3.23090  0.321
160 H 0.09757 -2.45069 -2.55493  0.287
161 H 0.03220 -4.12269 -3.17796  0.432
162 H 0.24586 -3.83932 -1.47087  0.245
163 H -4.28170 -1.52247 -2.49692  0.210
164 H -5.06981 -1.10643 -0.90235  0.617
165 H -3.39004 -0.83745 -1.18388  0.077
166 H -4.91333 -2.97490 0.96730  0.300
167 H -5.87676 -3.25099 -0.49271  0.538
168 H -4.76901 -4.50433 0.12122  0.317
169 H -1.29967 -6.08624 -1.14694  0.194
170 H -2.45793 -6.74846 -0.00698  0.490
171 H -3.03368 -5.91471 -1.41944  0.304
172 H -3.18001 -5.31347 1.85962  0.497
173 H -2.30776 -3.80558 2.02166  -0.293
174 H -1.40178 -5.33200 1.93234  0.411
175 C 6.26913 3.05423 2.01491  -0.682
176 C 6.75083 1.70337 1.75296  0.473
177 N 7.09402 0.62613 1.54697  -0.497
178 H 5.47516 3.28334 1.30361  0.108
179 H 7.10283 3.74834 1.96297  0.379
180 H 5.76879 3.07753 2.98243  0.241
181 C 6.05304 -0.38366 5.25353  -0.615
182 C 4.74836 0.13983 5.57813  0.515
183 N 3.68547 0.49882 5.81522  -0.435
184 H 6.00270 -0.90299 4.29263  0.009
185 H 6.37968 -1.17577 5.93041  0.323
186 H 6.86102 0.34105 5.21175  0.275

LUMO = 0.511 eV
Spin multiplicity = 1
Molecular weight = 1157.33 u
Relative energy (zero: lowest compared OMol25 entry of this formula, charge and spin) = 0.00 kJ/mol